Below is a structure of composition C33H28IrN6O6S, with properties calculated with ωB97M-V/def2-TZVPD.

Geometry (Å):
1 Ir -0.3174 0.1456 0.7880
2 O -5.0625 2.1067 -3.7690
3 C -4.2651 1.2059 -4.0712
4 O -4.0055 0.6271 -5.1359
5 C -3.3937 0.7289 -2.8748
6 C -2.4735 -0.2881 -3.0146
7 C -1.6869 -0.7175 -1.9516
8 N -1.7409 -0.0762 -0.7529
9 C -2.7070 0.8763 -0.5979
10 C -3.5383 1.2834 -1.6183
11 C -2.8471 1.4463 0.7571
12 C -3.8756 2.2930 1.1473
13 C -3.9418 2.7021 2.4664
14 C -2.9865 2.2584 3.3685
15 C -1.9747 1.4381 2.9142
16 N -1.9129 1.0519 1.6358
17 C -0.8216 -1.9217 -2.1716
18 C -0.5511 -2.3848 -3.4621
19 C 0.2280 -3.5177 -3.6162
20 C 0.7043 -4.1734 -2.4930
21 C 0.3650 -3.6535 -1.2554
22 N -0.3733 -2.5623 -1.1008
23 H -2.4349 -0.7474 -3.9910
24 H -4.2931 2.0487 -1.5015
25 H -4.6157 2.6171 0.4320
26 H -4.7366 3.3615 2.7881
27 H -3.0118 2.5489 4.4086
28 H -1.1766 1.0889 3.5523
29 H -0.9149 -1.8724 -4.3389
30 H 0.4587 -3.8824 -4.6084
31 H 1.3131 -5.0633 -2.5716
32 H 0.7009 -4.1332 -0.3400
33 O 3.0512 6.2725 -0.2729
34 C 2.2248 5.7262 -1.1253
35 O 2.0419 6.2752 -2.1856
36 C 1.5709 4.4451 -0.7070
37 C 0.6400 3.8731 -1.5595
38 C 0.0491 2.6819 -1.1797
39 N 0.3494 2.0792 -0.0265
40 C 1.2493 2.6308 0.7952
41 C 1.8840 3.8204 0.4913
42 C 1.5734 1.8875 2.0859
43 O 2.4220 2.3370 2.8248
44 O 0.8810 0.8088 2.3003
45 H 0.3901 4.3504 -2.4970
46 H -0.6845 2.1930 -1.8102
47 H 2.6068 4.2264 1.1864
48 N 6.2367 -1.8026 -0.6745
49 C 5.1942 -1.9985 -1.4981
50 S 5.2954 -2.7643 -2.9429
51 C 3.8893 -1.5030 -0.9713
52 C 2.9780 -0.8754 -1.8146
53 C 1.7786 -0.4449 -1.2974
54 N 1.4357 -0.6231 -0.0121
55 C 2.3056 -1.2258 0.8007
56 C 3.5392 -1.6734 0.3599
57 H 7.1505 -2.0884 -0.9861
58 H 6.1721 -1.1737 0.1086
59 H 3.2076 -0.7361 -2.8613
60 H 1.0457 0.0439 -1.9244
61 H 1.9959 -1.3370 1.8291
62 H 4.1967 -2.1761 1.0561
63 C 0.2633 -2.8585 3.7351
64 C -0.6203 -1.6813 3.3205
65 C -1.9759 -1.8069 4.0174
66 C -0.7864 -1.6242 1.7864
67 H 0.3889 -2.9005 4.8194
68 H 1.2584 -2.7978 3.2884
69 H -0.1854 -3.8017 3.4112
70 H -0.1294 -0.7732 3.6801
71 H -2.4552 -2.7487 3.7370
72 H -2.6570 -1.0025 3.7331
73 H -1.8717 -1.7950 5.1052
74 H -1.8243 -1.8669 1.5317
75 H -0.1868 -2.4068 1.3207

Forces on the atoms, in the same order (eV/Å):
Ir -0.124 0.256 0.410
O -0.028 -0.024 -0.001
C 0.124 0.095 -0.009
O -0.031 -0.018 0.007
C -0.061 -0.032 -0.010
C -0.109 -0.072 0.021
C 0.006 0.175 0.006
N 0.042 -0.233 -0.293
C -0.015 -0.111 0.035
C 0.023 0.059 -0.008
C -0.039 -0.112 0.036
C -0.020 -0.046 0.011
C -0.016 0.011 -0.005
C 0.013 -0.011 0.015
C -0.016 0.064 -0.034
N 0.067 0.167 -0.061
C -0.005 -0.006 0.017
C 0.151 0.096 -0.020
C 0.002 0.003 -0.020
C 0.006 0.000 0.002
C 0.019 0.001 0.016
N -0.135 -0.025 0.166
H -0.024 -0.038 0.025
H -0.006 -0.012 0.006
H -0.008 -0.010 0.010
H -0.004 -0.008 0.001
H 0.002 0.002 -0.001
H 0.017 -0.003 -0.001
H 0.019 0.019 0.004
H 0.000 0.000 -0.001
H 0.012 0.011 0.001
H -0.014 -0.001 -0.012
O -0.006 0.138 -0.191
C -0.261 -0.486 0.154
O 0.191 0.266 0.024
C 0.063 0.002 0.100
C 0.000 0.028 -0.038
C -0.048 0.010 0.008
N 0.082 0.033 -0.047
C 0.018 -0.039 -0.019
C 0.051 0.157 -0.083
C -0.121 -0.098 0.078
O 0.010 0.062 -0.025
O 0.318 -0.012 -0.028
H -0.018 -0.019 -0.005
H -0.002 -0.001 0.005
H -0.005 -0.064 0.041
N 0.023 0.037 -0.036
C -0.027 -0.014 0.017
S 0.009 -0.004 -0.006
C 0.000 0.005 -0.024
C 0.005 -0.031 -0.005
C 0.003 -0.025 0.021
N -0.074 -0.032 -0.089
C 0.018 -0.060 0.004
C -0.023 -0.002 0.019
H -0.004 -0.013 0.004
H -0.014 -0.023 0.016
H -0.003 -0.007 -0.002
H 0.013 0.032 0.010
H 0.000 0.011 -0.003
H -0.002 0.002 0.002
C -0.007 -0.005 0.021
C -0.055 0.025 -0.036
C 0.016 0.008 0.015
C -0.066 0.052 -0.207
H 0.003 -0.004 -0.001
H -0.001 0.005 0.003
H 0.003 0.003 -0.007
H 0.015 0.005 0.013
H 0.000 0.002 -0.003
H -0.004 0.001 -0.004
H -0.003 0.004 -0.001
H 0.030 -0.086 -0.028
H 0.023 -0.061 0.018

Values from the calculation:
Molecular weight, u: 828.9
HOMO energy (alpha / beta), eV: -8.14 / -8.14
Spin multiplicity: 2
Kohn-Sham gap (alpha / beta), Eh: 0.248 / 0.160

Below is a structure of composition C14H26AsN5OReS4Si in a non-equilibrium geometry, with properties calculated with ωB97M-V/def2-TZVPD.

Geometry (Å):
1 Re 0.3147 -0.6705 0.4047
2 C -1.9482 -1.9521 3.7578
3 C -1.7092 -0.5317 3.3860
4 C -2.1771 0.5018 4.2550
5 C -2.0130 1.8291 3.9399
6 C -1.4007 2.1657 2.7383
7 C -0.9796 1.1103 1.9230
8 N -1.1182 -0.2057 2.2497
9 N -0.3661 1.1602 0.7227
10 Si -0.5863 2.6346 -0.4909
11 C 0.8669 2.6046 -1.6217
12 C -2.2158 2.1603 -1.2140
13 C -0.6676 4.2529 0.3622
14 H -2.1890 -2.0418 4.8140
15 H -1.0879 -2.5704 3.5543
16 H -2.7940 -2.3418 3.1832
17 H -2.6481 0.2121 5.1856
18 H -2.3557 2.6036 4.6139
19 H -1.2442 3.1944 2.4549
20 H 1.4200 1.6660 -1.6118
21 H 1.5525 3.4086 -1.3420
22 H 0.5460 2.8043 -2.6501
23 H -2.3695 1.0806 -1.2731
24 H -2.3078 2.5825 -2.2206
25 H -3.0188 2.5884 -0.6080
26 H 0.1203 4.4167 1.1026
27 H -1.6408 4.4705 0.8031
28 H -0.5048 4.9881 -0.4364
29 S 1.6010 -5.2880 1.6459
30 As 0.6031 -3.3992 1.9060
31 S -0.8022 -2.7405 0.3707
32 S 1.6844 -1.5477 2.1740
33 S 0.2829 -4.9664 3.3407
34 C -0.8416 -1.6597 -4.7978
35 C -0.9821 -0.3036 -4.0755
36 C -0.6142 -0.3941 -2.6596
37 N -0.3212 -0.4888 -1.5565
38 H -1.1249 -1.5208 -5.8387
39 H -1.4996 -2.4086 -4.3592
40 H 0.1871 -2.0184 -4.7694
41 H -2.0129 0.0559 -4.1209
42 H -0.3527 0.4607 -4.5340
43 C 2.6645 -2.8576 -1.4375
44 N 3.5875 -1.8883 -0.8507
45 C 3.2650 -0.6801 -0.4444
46 N 4.1885 0.1702 -0.0255
47 O 2.0315 -0.2451 -0.4906
48 H 3.2053 -3.4563 -2.1657
49 H 1.8571 -2.3450 -1.9517
50 H 2.2548 -3.5249 -0.6847
51 H 4.5658 -2.1385 -0.8305
52 H 5.1740 -0.0430 -0.0577
53 H 3.9207 1.1062 0.2309

Forces on the atoms, in the same order (eV/Å):
Re -0.992 1.687 1.939
C -0.251 0.094 -0.017
C -0.561 0.330 0.937
C 0.176 -0.580 -0.311
C -0.057 -0.314 0.156
C 0.436 -0.709 -0.904
C -1.361 0.431 1.978
N 0.811 0.898 -0.756
N 1.727 -1.525 -1.815
Si -0.001 -0.384 -0.012
C 0.257 -0.124 -0.159
C -0.254 -0.052 -0.161
C 0.062 0.251 0.285
H -0.005 0.002 -0.006
H 0.165 -0.094 0.066
H 0.032 -0.027 -0.002
H -0.001 -0.034 -0.076
H 0.000 -0.023 0.005
H -0.004 -0.089 -0.009
H -0.014 0.089 -0.107
H 0.011 -0.054 -0.036
H 0.034 0.000 0.097
H -0.091 0.162 -0.007
H -0.060 -0.009 0.071
H -0.012 -0.076 -0.071
H -0.039 0.040 -0.077
H 0.046 0.027 -0.009
H -0.020 -0.010 0.065
S 0.068 0.021 -0.087
As 0.083 -0.643 0.158
S 0.385 0.744 -0.205
S -0.237 0.283 -0.522
S -0.062 0.090 0.065
C 0.029 0.024 0.126
C 0.031 -0.166 0.154
C -0.182 -0.016 -0.785
N 0.134 -0.033 0.079
H -0.001 0.011 0.019
H 0.017 0.024 -0.024
H -0.043 0.023 -0.014
H -0.034 0.017 0.085
H 0.063 0.040 0.047
C 0.094 0.054 -0.088
N -0.141 -0.248 -0.169
C 0.102 0.352 0.240
N -0.063 0.039 0.050
O -0.294 -0.554 -0.300
H 0.023 0.019 0.002
H -0.019 0.049 -0.030
H -0.028 -0.063 0.110
H 0.026 -0.020 0.004
H 0.022 0.010 -0.011
H -0.007 0.034 0.034

Values from the calculation:
Molecular weight, u: 697.9
HOMO energy (alpha / beta), eV: -17.36 / -17.36
Total charge: +3
Spin multiplicity: 1
Kohn-Sham gap (alpha / beta), Eh: 0.206 / 0.207

What energy above the lowest of the compared OMol25 structures with the same formula, charge and spin values result from the calculations? In sequence: 5.6, 35.5 kcal/mol.